# 1
{
  "formula": "C30H20AsCl2N3O9SW",
  "method": "wB97M-V/def2-TZVPD",
  "e_above_lowest_ev": 1.062,
  "e_homo_ev": -8.552,
  "gap_ev": 7.241,
  "symbols": ["W", "O", "As", "O", "O", "C", "C", "C", "C", "C", "C", "S", "O", "O", "O", "H", "H", "H", "H", "H", "Cl", "C", "C", "C", "Cl", "C", "C", "C", "C", "N", "C", "C", "O", "H", "H", "H", "H", "O", "C", "N", "C", "C", "O", "N", "C", "C", "C", "C", "C", "C", "C", "C", "C", "C", "C", "C", "H", "H", "H", "H", "H", "H", "H", "H", "H", "H", "H"],
  "coordinates": [[-2.1328, -0.1361, 0.4875], [-3.8187, 0.6371, 0.9051], [-3.8262, -1.4498, 3.4984], [-3.3840, -1.2106, 5.0356], [-1.7070, -0.4252, 2.1084], [-2.8190, -3.1498, 3.0713], [-2.5143, -3.8976, 4.2175], [-1.9237, -5.1476, 4.1232], [-1.6342, -5.6979, 2.8878], [-1.9246, -4.9891, 1.7350], [-2.5029, -3.7270, 1.8433], [-2.6772, -2.8987, 0.3065], [-3.0447, -3.8428, -0.6922], [-1.4133, -2.1328, 0.0188], [-3.5999, -1.7085, 0.4684], [-3.9050, 1.5681, 0.6700], [-2.7564, -3.4695, 5.1823], [-1.7001, -5.6937, 5.0311], [-1.1831, -6.6775, 2.8054], [-1.7018, -5.4057, 0.7629], [-1.5451, 4.6349, -0.8556], [-1.7093, 3.3251, -1.9569], [-1.6154, 3.5685, -3.3428], [-1.7636, 2.5440, -4.2307], [-1.6477, 2.8557, -5.9349], [-2.0440, 1.2250, -3.7822], [-2.2728, 0.1167, -4.6250], [-2.5801, -1.0932, -4.0688], [-2.6519, -1.2156, -2.6678], [-2.4345, -0.1999, -1.8632], [-2.1217, 1.0082, -2.4032], [-1.9162, 2.0517, -1.4750], [-2.0276, 1.7875, -0.1825], [-1.4254, 4.5748, -3.6875], [-2.2071, 0.2431, -5.6962], [-2.7626, -1.9642, -4.6805], [-2.8827, -2.1665, -2.2171], [0.1963, -1.1557, -2.1130], [0.6281, -0.4888, -1.2009], [1.9365, -0.1412, -0.9909], [2.1104, 0.8402, 0.0700], [0.6615, 0.9359, 0.5900], [0.3052, 1.6276, 1.5229], [-0.1327, 0.0723, -0.1612], [2.6027, 2.1578, -0.5188], [1.7540, 3.2483, -0.7114], [2.2237, 4.3974, -1.3345], [3.5384, 4.4691, -1.7675], [4.3870, 3.3897, -1.5712], [3.9241, 2.2438, -0.9458], [2.9896, 0.3332, 1.2073], [3.3131, 1.2056, 2.2450], [4.0925, 0.7667, 3.3011], [4.5601, -0.5417, 3.3308], [4.2367, -1.4093, 2.3025], [3.4473, -0.9756, 1.2424], [2.5635, -0.1939, -1.7769], [0.7293, 3.2178, -0.3636], [1.5535, 5.2351, -1.4759], [3.9044, 5.3651, -2.2519], [5.4171, 3.4459, -1.8993], [4.5951, 1.4094, -0.7726], [2.9466, 2.2235, 2.2220], [4.3371, 1.4490, 4.1049], [5.1728, -0.8807, 4.1561], [4.5955, -2.4303, 2.3203], [3.1871, -1.6569, 0.4438]],
  "forces_ev_per_angstrom": [[-0.3, -0.5, -0.5], [-0.1, 0.1, -0.1], [0.1, 0.2, -0.2], [0.0, -0.2, 0.0], [0.1, 0.5, -0.4], [0.0, -0.1, 0.6], [-0.1, 0.2, -0.4], [0.0, 0.0, 0.2], [0.0, -0.1, -0.2], [0.0, 0.0, 0.1], [0.0, 0.0, 0.0], [0.1, 0.2, -0.1], [-0.1, 0.0, 0.0], [-0.1, 0.0, 0.1], [0.1, -0.2, 0.1], [0.0, 0.0, 0.0], [0.1, 0.0, 0.0], [0.0, 0.0, 0.0], [0.0, 0.0, 0.0], [0.0, 0.0, 0.0], [0.0, 0.1, 0.1], [0.2, -0.2, -0.2], [0.0, -0.1, 0.0], [0.0, 0.0, 0.0], [0.0, 0.0, 0.1], [0.1, 0.1, -0.3], [0.0, -0.1, 0.1], [0.0, 0.1, 0.1], [0.0, 0.2, -0.2], [-0.1, -0.2, 0.3], [0.0, 0.1, -0.1], [0.0, 0.4, 0.1], [0.0, -0.2, 0.5], [0.0, 0.0, 0.0], [0.0, 0.0, 0.0], [0.0, 0.0, 0.0], [0.0, -0.1, 0.0], [0.3, 0.0, -0.1], [-0.2, -0.1, 0.1], [-0.1, -0.1, -0.1], [-0.1, -0.1, -0.2], [-0.1, 0.1, 0.3], [0.1, -0.6, -0.7], [0.2, 0.7, 0.8], [-0.2, 0.2, 0.0], [0.1, -0.2, 0.0], [0.0, -0.1, 0.0], [0.0, 0.0, 0.0], [0.1, 0.0, 0.0], [0.0, 0.0, 0.0], [0.0, 0.1, 0.0], [0.0, -0.1, 0.0], [0.0, 0.0, 0.0], [0.0, 0.0, 0.0], [0.0, 0.0, -0.1], [0.0, 0.0, 0.0], [0.0, 0.0, 0.0], [0.1, 0.0, 0.0], [0.0, 0.0, 0.0], [0.0, 0.0, 0.0], [0.0, 0.0, 0.0], [0.0, 0.0, 0.0], [0.0, 0.0, 0.0], [0.0, 0.0, 0.0], [0.0, 0.0, 0.0], [0.0, 0.0, 0.0], [0.0, 0.0, 0.0]],
  "nbo_charge": [2.3514, -0.8687, 1.4496, -1.0165, -0.6197, -0.4152, -0.1882, -0.1763, -0.2017, -0.1890, -0.2868, 2.3851, -0.8934, -0.9045, -0.9057, 0.5076, 0.2495, 0.2227, 0.2248, 0.2404, 0.0435, -0.1134, -0.2138, -0.0507, 0.0133, -0.0420, -0.1034, -0.2530, 0.1445, -0.5015, 0.1004, 0.3527, -0.7177, 0.2469, 0.2363, 0.2341, 0.2260, -0.6342, 0.8069, -0.6263, -0.0355, 0.7090, -0.5697, -0.7566, -0.0400, -0.2132, -0.1929, -0.2121, -0.2225, -0.1612, 0.0514, -0.2104, -0.2048, -0.2108, -0.2103, -0.2331, 0.4171, 0.2302, 0.2167, 0.2147, 0.2147, 0.2098, 0.2306, 0.2153, 0.2134, 0.2124, 0.2240]
}


# 2
{
  "formula": "C30H21Cl2CsN4O5S2",
  "method": "wB97M-V/def2-TZVPD",
  "e_above_lowest_ev": 2.873,
  "e_homo_ev": -0.285,
  "gap_ev": 3.075,
  "charge": -2,
  "symbols": ["Cs", "S", "N", "C", "C", "C", "C", "C", "N", "C", "C", "N", "C", "C", "C", "C", "C", "N", "H", "H", "H", "H", "H", "H", "Cl", "C", "C", "C", "Cl", "C", "O", "C", "C", "O", "C", "H", "H", "H", "O", "C", "O", "C", "C", "C", "C", "C", "C", "S", "H", "H", "H", "H", "C", "C", "C", "O", "C", "H", "H", "H", "H", "H", "H", "H", "H"],
  "coordinates": [[1.5067, -1.0005, 0.4975], [-6.8764, 1.0411, -4.6654], [-6.6003, 0.2407, -3.2674], [-5.2986, 0.2822, -3.0560], [-4.6073, -0.3041, -1.9356], [-5.2635, -1.0066, -0.9162], [-4.5233, -1.5413, 0.1100], [-3.1321, -1.3573, 0.1031], [-2.5068, -0.6949, -0.8517], [-3.2077, -0.1753, -1.8616], [-2.4654, 0.5307, -2.9089], [-1.1340, 0.5984, -2.7952], [-0.4393, 1.2108, -3.7286], [-1.0203, 1.8123, -4.8527], [-2.3871, 1.7578, -4.9854], [-3.1412, 1.1067, -4.0042], [-4.5751, 0.9831, -4.0744], [-5.3410, 1.4623, -5.0363], [-6.3397, -1.1130, -0.9699], [-4.9879, -2.0977, 0.9120], [-2.5167, -1.7847, 0.8996], [0.6360, 1.2319, -3.5760], [-0.4048, 2.3040, -5.5938], [-2.9067, 2.2020, -5.8251], [8.5529, 2.1305, -1.7566], [7.0416, 1.3732, -1.2927], [7.0577, 0.3851, -0.2893], [5.9012, -0.2617, 0.0308], [5.8731, -1.4448, 1.2857], [4.6365, -0.0127, -0.6464], [3.6378, -0.7314, -0.4651], [4.6619, 1.1262, -1.5382], [3.4346, 1.6719, -2.0540], [2.2905, 1.3191, -1.8171], [5.8709, 1.7568, -1.8786], [7.9755, 0.1464, 0.2304], [3.5985, 2.5573, -2.7193], [5.8541, 2.5586, -2.6093], [-1.7432, -3.1044, 2.6519], [-0.5032, -2.9172, 2.7562], [0.2025, -2.2430, 1.9609], [0.2180, -3.5526, 3.9342], [-0.4839, -4.4417, 4.7411], [0.1079, -5.0596, 5.8319], [1.4423, -4.7802, 6.1217], [2.1614, -3.9028, 5.3333], [1.5782, -3.2608, 4.2164], [2.5297, -2.1651, 3.2845], [-1.5193, -4.6293, 4.4809], [-0.4583, -5.7487, 6.4516], [1.9282, -5.2490, 6.9741], [3.1978, -3.6841, 5.5567], [-1.6103, 2.8586, 0.8076], [-0.4444, 3.8462, 0.6943], [0.7257, 2.8819, 0.8445], [0.3353, 2.0463, 1.9211], [-1.0677, 1.8092, 1.7975], [-1.7886, 2.3925, -0.1636], [-2.5346, 3.3211, 1.1550], [-0.4541, 4.5485, 1.5319], [-0.4349, 4.4013, -0.2444], [1.6718, 3.3542, 1.1091], [0.8498, 2.3028, -0.0777], [-1.5070, 1.9180, 2.7913], [-1.2538, 0.7950, 1.4398]],
  "forces_ev_per_angstrom": [[-1.6, 1.6, -0.8], [0.4, -0.1, 0.2], [-0.1, 0.2, -0.3], [-0.1, 0.1, -0.2], [0.3, -0.2, 0.3], [0.0, 0.1, -0.1], [0.0, 0.1, -0.1], [0.0, -0.2, 0.3], [0.3, 0.1, -0.1], [-0.6, -0.3, 0.4], [0.2, 0.4, -0.7], [-0.1, -0.1, 0.2], [0.2, 0.1, -0.2], [-0.1, 0.0, 0.0], [-0.2, 0.0, 0.1], [0.6, 0.0, 0.2], [-0.3, 0.0, -0.1], [-0.3, -0.1, 0.1], [0.0, 0.0, 0.0], [0.0, 0.0, 0.0], [0.0, 0.0, 0.0], [0.0, 0.0, 0.1], [0.0, 0.0, 0.0], [0.1, 0.0, 0.0], [0.1, 0.1, 0.0], [0.0, 0.1, -0.1], [-0.2, 0.0, 0.0], [0.1, 0.1, 0.1], [0.0, -0.1, 0.0], [0.2, 0.0, -0.3], [3.3, 0.5, -1.3], [0.0, -0.3, 0.2], [0.0, 0.2, -0.1], [0.0, 0.2, -0.2], [0.0, 0.0, 0.1], [0.0, 0.0, 0.0], [0.0, -0.1, 0.0], [0.0, 0.0, 0.0], [-0.1, 0.0, 0.0], [-0.1, -0.1, 0.1], [-3.1, -1.9, 1.5], [0.1, 0.0, 0.0], [0.0, 0.0, 0.0], [-0.2, -0.1, 0.1], [0.2, 0.1, 0.0], [-0.3, -0.2, 0.1], [-0.1, 0.2, -0.2], [1.5, 0.0, 0.8], [0.0, 0.0, 0.0], [0.0, 0.0, 0.0], [0.0, 0.0, 0.0], [0.0, 0.0, 0.0], [0.1, 0.0, 0.0], [0.0, -0.1, 0.0], [-0.1, 0.2, 0.0], [0.0, 0.0, 0.0], [-0.1, 0.0, 0.0], [-0.1, 0.0, 0.0], [0.0, 0.0, 0.0], [0.0, 0.0, 0.0], [0.0, 0.0, 0.0], [0.0, 0.0, 0.0], [0.1, 0.0, 0.0], [0.0, -0.1, 0.0], [0.0, -0.1, 0.0]],
  "mulliken_charge": [1.3491, 0.0584, -0.7094, 0.6708, 0.7272, -0.5312, -0.7836, -0.3293, -0.2519, -0.2306, -0.2088, -0.3176, -0.2040, -0.6807, -0.4924, 0.7086, 0.6840, -0.7215, 0.4799, 0.5160, 0.4621, 0.3027, 0.4160, 0.4821, -0.2982, 0.3862, -0.6865, 0.3501, -0.1653, -0.1959, -0.8840, 0.9055, -0.1595, -0.4431, -0.8955, 0.4200, 0.1726, 0.3140, -0.8031, 0.4262, -0.6247, -0.3636, -0.3358, -0.5532, -0.2990, -0.5153, 0.2702, -0.6264, 0.3511, 0.3191, 0.2982, 0.2998, -0.2482, -0.6412, -0.0598, -0.4519, -0.0773, -0.0932, 0.4298, 0.2975, 0.3519, 0.3298, -0.0729, 0.2546, -0.0787]
}


# 3
{
  "formula": "C30H22BrCrF4O4",
  "method": "wB97M-V/def2-TZVPD",
  "e_above_lowest_ev": 0.000,
  "e_homo_ev": [1.462, -1.089],
  "gap_ev": [2.731, 5.256],
  "charge": -2,
  "multiplicity": 6,
  "symbols": ["Cr", "Br", "C", "C", "C", "O", "C", "C", "C", "O", "O", "O", "H", "H", "F", "C", "C", "C", "C", "C", "C", "H", "H", "H", "H", "H", "F", "C", "C", "C", "C", "C", "C", "H", "H", "H", "H", "H", "F", "C", "C", "C", "C", "C", "C", "H", "H", "H", "H", "H", "F", "C", "C", "C", "C", "C", "C", "H", "H", "H", "H", "H"],
  "coordinates": [[-1.7638, -17.2294, 9.5796], [-2.8198, -19.3178, 10.5690], [-2.6793, -13.0562, 10.1377], [-2.0819, -11.8520, 9.6037], [-0.6966, -11.9032, 8.7316], [-0.0826, -10.9539, 8.2770], [-0.2538, -13.2351, 8.4086], [-0.8392, -14.3289, 8.9917], [-2.1484, -14.2450, 9.8496], [-2.8226, -15.3285, 10.1836], [-0.3316, -15.4890, 8.6983], [-2.5827, -10.7385, 9.8612], [-3.5896, -13.1123, 10.7163], [0.5933, -13.2434, 7.7386], [-3.6316, -17.3313, 8.1162], [-4.8837, -16.8650, 8.0500], [-5.8664, -17.6433, 8.5356], [-7.2348, -17.2992, 8.3150], [-7.5218, -16.0456, 7.7450], [-6.4548, -15.2294, 7.3757], [-5.1633, -15.6674, 7.6058], [-5.6036, -18.6360, 8.8698], [-8.0154, -17.9182, 8.7320], [-8.5489, -15.7735, 7.5514], [-6.6839, -14.2729, 6.9296], [-4.3856, -15.0329, 7.2070], [0.2372, -17.9173, 9.8613], [1.3780, -18.6545, 9.9050], [1.3346, -19.9768, 9.5713], [2.4289, -20.7682, 9.7527], [3.5412, -20.2328, 10.3987], [3.6128, -18.9050, 10.6743], [2.5631, -18.1487, 10.5212], [0.4942, -20.4670, 9.1024], [2.2697, -21.7958, 9.4612], [4.3165, -20.9380, 10.6594], [4.5454, -18.5483, 11.0858], [2.6222, -17.1152, 10.8292], [-1.3744, -18.6442, 7.7465], [-1.6835, -19.7462, 6.9862], [-0.6917, -20.1919, 6.0557], [-1.0374, -21.1992, 5.1412], [-2.3019, -21.8721, 5.1215], [-3.2312, -21.4183, 6.0650], [-2.9336, -20.4000, 6.9339], [0.2526, -19.6708, 5.9995], [-0.2975, -21.6328, 4.4847], [-2.6478, -22.6512, 4.4584], [-4.1831, -21.9248, 6.1256], [-3.7855, -20.0004, 7.4641], [-0.7265, -16.5891, 11.7280], [0.0319, -16.8045, 12.8423], [-0.3095, -17.7933, 13.7389], [0.4538, -18.0304, 14.8712], [1.5252, -17.2285, 15.0901], [1.8265, -16.1902, 14.2857], [1.1528, -15.9890, 13.0774], [-1.2186, -18.3656, 13.6273], [0.2211, -18.9388, 15.4070], [2.2024, -17.5375, 15.8727], [2.7344, -15.6273, 14.4444], [1.4372, -15.1928, 12.4054]],
  "forces_ev_per_angstrom": [[-0.9, 1.5, 0.3], [-0.2, -0.8, 0.4], [0.8, 2.1, -0.6], [-0.2, 1.6, 1.1], [-0.7, -2.5, -0.3], [-0.5, 1.7, 0.4], [-1.0, 2.1, 1.1], [0.8, -2.7, -1.1], [-0.6, -3.5, -0.4], [2.2, 1.1, -1.0], [-1.5, 0.4, 1.2], [0.6, -0.6, -0.7], [-0.1, 0.7, 0.0], [0.1, -0.6, 0.1], [-0.1, 0.2, -0.7], [1.0, -2.1, 1.6], [-3.0, -2.0, -0.4], [1.6, 1.0, 0.6], [0.4, -1.0, 0.1], [-1.1, -0.6, 0.5], [0.2, 4.4, -2.8], [0.0, 0.0, 0.5], [-0.1, -0.2, -0.2], [-0.1, 0.2, 0.0], [0.4, 0.1, 0.0], [0.4, 0.1, 0.3], [2.4, -0.7, -0.1], [0.5, 0.6, 1.6], [-1.1, 0.0, -1.3], [0.7, 0.1, 1.0], [0.0, -3.0, -1.2], [3.2, -1.8, 1.1], [-4.4, 3.2, -1.4], [-0.5, 0.5, 0.1], [0.7, -0.3, 0.2], [0.5, 0.2, 0.0], [0.0, 0.4, 0.2], [-0.4, 0.2, -0.1], [-0.5, -1.8, -1.3], [0.6, -0.7, -1.8], [-1.7, 0.1, 0.5], [-0.8, -1.4, 0.1], [0.5, 1.8, 1.5], [1.0, -0.9, -1.0], [0.0, 2.0, 1.0], [0.1, -0.1, 0.1], [0.3, 0.4, -0.2], [0.7, -0.1, -0.3], [-0.3, 0.3, 0.0], [0.3, 0.1, 0.7], [0.8, 0.0, 1.7], [0.2, 1.0, -0.7], [-1.0, -0.3, 0.1], [-0.9, -0.6, -1.4], [1.0, -1.3, 2.1], [0.9, 1.1, -2.2], [-1.0, -0.3, 0.6], [0.0, -0.1, -0.6], [0.1, 0.2, 0.5], [0.1, 0.4, 0.4], [0.0, 0.2, 0.2], [-0.1, 0.0, -0.2]],
  "nbo_charge": [0.7986, -0.8615, -0.5032, 0.4374, 0.4543, -0.6610, -0.5281, 0.3853, 0.3646, -0.8033, -0.7872, -0.6601, 0.2071, 0.1964, -0.3108, 0.3905, -0.2497, -0.2176, -0.2502, -0.1884, -0.2536, 0.2376, 0.2004, 0.1938, 0.2064, 0.2408, -0.3123, 0.4076, -0.2781, -0.2059, -0.2407, -0.2296, -0.2182, 0.2374, 0.2051, 0.1929, 0.2016, 0.2236, -0.3108, 0.4338, -0.2852, -0.2164, -0.2525, -0.1924, -0.2727, 0.2308, 0.1978, 0.2038, 0.2010, 0.2470, -0.3056, 0.4127, -0.2688, -0.2095, -0.2396, -0.2176, -0.2676, 0.2491, 0.2068, 0.1923, 0.2013, 0.2407]
}